No. 1
ORCA calculation (ωB97M-V/def2-TZVPD) on a molecular structure, C40H31N4O5PPbS.

XYZ file:
```
83
Properties=species:S:1:pos:R:3:forces:R:3
H -0.7841 2.9941 6.5071 0.0 0.0 0.0
C 5.1337 0.2930 1.4887 0.0 0.0 0.0
H -5.1871 -5.0748 1.7779 0.0 0.0 0.0
H 6.1336 -3.6208 -1.2563 0.0 0.0 0.0
C 3.6645 -2.6996 -1.5240 0.0 0.0 0.0
C 0.1117 5.4844 -1.1563 0.0 0.0 0.0
C -6.2755 -1.5088 -4.2717 -0.1 0.1 0.1
N -2.3370 -2.9678 0.3129 -0.1 0.1 -0.1
H -1.8620 4.7067 -1.4912 0.0 0.0 0.0
C 0.8829 3.0453 3.5632 0.0 0.1 0.0
C 5.5666 -3.8900 -0.3671 0.0 0.0 0.0
C -0.4948 2.7128 5.5033 0.0 0.0 0.0
S -1.5645 -0.0953 2.8318 0.1 -0.1 0.0
C 2.9479 0.5428 2.4616 0.0 0.1 0.0
C 1.5650 4.1128 0.1850 0.0 0.0 0.0
C 2.4015 -2.1381 -1.4779 0.0 0.0 0.0
C -1.7843 1.2985 -4.3223 0.0 0.1 0.0
O -7.1212 -2.3145 -3.8573 0.0 -0.1 0.0
H 4.2217 -2.6994 -2.4515 0.0 0.0 0.0
H 3.8076 -3.6119 1.7148 0.0 0.0 0.0
C -4.6025 -3.6778 0.2673 0.0 0.0 0.0
C -0.7635 1.3036 3.5841 0.2 0.1 -0.1
C 2.4963 1.2109 1.3200 -0.1 -0.1 0.2
C 0.5160 3.4015 4.8535 0.0 0.0 0.0
H 1.2343 1.1213 -2.0313 0.0 0.0 0.0
H 2.2655 0.3740 3.2864 0.0 0.0 0.0
C -0.6680 3.3779 -0.3100 0.0 0.0 0.0
H -2.8967 -5.1613 2.7829 0.0 0.0 0.0
H 6.1337 -3.5899 0.5139 0.0 0.0 0.0
H 5.3681 1.1041 -0.4843 0.0 0.0 0.0
C -3.5498 -2.9338 -0.2531 0.0 0.0 -0.1
C -2.8745 -0.4612 -2.8796 0.1 0.1 0.0
H -0.7278 2.7675 -5.4603 0.0 0.0 0.0
H -4.1354 0.0695 -4.5789 0.0 0.0 0.0
C 3.3831 1.3985 0.2611 0.0 0.0 0.0
N 1.6670 -2.0909 -0.3673 0.1 0.0 -0.1
O -6.2585 -0.7440 -5.2482 0.1 0.0 -0.1
C 3.4338 -3.2057 0.7837 0.0 0.0 0.0
C 4.2066 -3.2544 -0.3710 0.1 0.0 0.0
C -0.8981 4.5410 -1.0282 0.0 0.0 0.0
H 1.9553 -1.7063 -2.3673 0.0 0.0 0.0
N -2.7527 -1.2242 -1.7820 0.0 0.1 0.0
C 0.2502 1.9980 2.9066 -0.2 -0.2 0.0
N -0.6530 0.4176 -2.4340 0.0 0.0 0.0
C -4.8668 -2.2090 -2.2585 0.0 0.0 0.0
C 4.2573 0.0981 2.5480 0.0 0.0 0.0
C -4.3761 -4.4921 1.3617 0.0 0.0 0.0
H -0.0590 6.3874 -1.7275 0.0 0.0 0.0
C -5.0119 -1.4119 -3.3788 0.1 0.0 0.0
H 6.1568 -0.0530 1.5563 0.0 0.0 0.0
C 2.1859 -2.6148 0.7450 0.0 0.1 0.0
C 0.5654 3.1500 0.3036 0.0 0.0 0.0
H 5.4739 -4.9772 -0.3423 0.0 0.0 0.0
C -1.7352 0.4515 -3.2179 -0.1 -0.1 0.0
H -2.6598 1.3296 -4.9514 0.0 0.0 0.0
H 1.2915 2.6706 -3.9790 0.0 0.0 0.0
H 2.1256 6.0104 -0.6347 0.0 0.0 0.0
C -0.6972 2.1039 -4.6064 0.0 0.0 0.0
H 4.5935 -0.4047 3.4455 0.0 0.0 0.0
P 0.7095 1.5532 1.1811 0.2 0.2 -0.1
C -2.1279 -3.7437 1.3749 0.0 0.1 0.1
C -1.1364 1.6577 4.8694 0.0 0.0 0.0
C 4.6916 0.9420 0.3451 0.0 0.0 0.0
H 1.0204 4.2203 5.3496 0.0 0.0 0.0
H 1.5763 -2.5289 1.6389 0.0 0.0 0.0
C -3.9943 -0.5257 -3.6887 0.0 0.0 0.0
H -5.5876 -3.6093 -0.1669 0.0 0.0 0.0
Pb -0.8213 -0.8997 -0.1448 0.0 -0.1 0.1
C -3.7322 -2.0845 -1.4726 0.0 0.0 0.1
H -1.4582 2.6412 -0.2057 0.0 0.0 0.0
O -2.5103 -0.6284 3.7684 0.0 0.1 0.1
H -1.9221 1.0985 5.3571 0.0 0.0 0.0
H 3.0606 1.9146 -0.6361 0.0 0.0 0.0
C 0.4241 2.0541 -3.7929 0.0 0.0 0.0
C -3.1125 -4.5416 1.9249 0.0 0.0 0.0
O -0.4475 -1.0061 2.4989 -0.1 -0.1 -0.1
O -2.1631 0.4302 1.5835 0.0 -0.2 -0.1
H -5.6625 -2.9104 -2.0557 0.0 0.0 0.0
H 1.6722 3.5920 3.0611 0.0 0.0 0.0
C 0.3932 1.1935 -2.7141 0.0 0.0 0.0
C 1.3407 5.2706 -0.5469 0.0 0.0 0.0
H 2.5264 3.9612 0.6607 0.0 0.0 0.0
H -1.1388 -3.6944 1.8132 0.0 0.0 0.0
```
Positions in Å, forces in eV/Å.

Its multiplicity is 1. The frontier orbital gap comes out at 6.99 eV. The HOMO energy is -7.65 eV. As for the energy relative to the best compared isomer or geometry (same formula, charge and spin): 18.9 kJ/mol. The total energy is -3070.59098 hartree. Its net charge is 0.

Löwdin atomic charge list, values in e, 6 entries: number 1, H, carries 0.1085; number 2, C, carries -0.0908; number 3, H, carries 0.1156; number 4, H, carries 0.0788; number 5, C, carries -0.0186; number 6, C, carries -0.0816

=====

No. 2
ORCA calculation (ωB97M-V/def2-TZVPD) on a molecular structure, C11H8ClDyNO4 in a non-equilibrium geometry.

XYZ file:
```
26
Properties=species:S:1:pos:R:3:forces:R:3
C -2.9867 1.7886 -0.2697 -5.8 3.0 -0.1
O -3.9947 2.3478 -0.2969 4.5 -2.6 0.1
C -0.5286 3.1218 -1.3137 0.5 6.0 -3.3
H -1.4195 -1.5566 -3.1512 0.6 -0.1 -0.9
C -0.4684 -1.0797 -3.4522 -0.1 0.5 1.9
N 0.1920 -0.6499 1.0901 1.2 0.6 -0.2
C 1.6507 -1.4107 2.8309 0.2 0.7 -0.1
H 1.3375 -3.4484 3.4830 0.1 0.1 0.1
H -1.0423 -2.0337 0.1859 -0.3 -0.3 0.2
H -0.4696 -3.8466 1.7809 0.4 0.1 0.1
Cl 2.8469 -1.0751 3.9819 0.2 0.1 0.0
H 0.4631 -1.5455 -3.0900 -0.4 -0.1 -0.7
C 1.2337 -0.4171 1.9396 -0.3 -0.9 0.6
C 1.0536 -2.6620 2.7953 -0.5 -0.3 -0.2
H 0.4808 0.7633 -3.9653 -0.5 -0.5 -0.7
C -0.5188 2.5258 1.3701 1.0 4.3 5.1
C 0.0562 -2.8959 1.8641 -0.6 -0.4 -0.6
H -1.4035 0.7321 -4.0837 0.6 -0.4 -0.5
H 1.7533 0.5390 1.9574 -0.3 0.0 0.0
C -0.3274 -1.8953 0.9939 0.1 0.5 0.4
C 1.4947 1.8145 -0.4215 6.3 3.2 0.5
O -0.4013 4.1415 -1.8401 -0.6 -4.6 2.4
Dy -0.6999 0.8852 -0.3210 -0.7 -4.0 -1.8
O -0.3347 3.2830 2.2128 -0.8 -3.0 -3.4
O 2.4899 2.3947 -0.3454 -4.4 -2.7 -0.4
C -0.4570 0.1792 -3.9352 -0.2 1.0 1.6
```
Positions in Å, forces in eV/Å.

Its multiplicity is 6. The frontier orbital gap (alpha / beta) comes out at 5.39 / 5.56 eV. As for the expectation value of S²: 9.34. The HOMO energy (alpha / beta) is -19.43 / -19.43 eV. As for the energy relative to the best compared isomer or geometry (same formula, charge and spin): 0.0 kJ/mol. The total energy is -2123.70122 hartree. Its net charge is +3.

Löwdin atomic charge list, values in e, 6 entries: number 1, C, carries 0.0122; number 2, O, carries 0.2487; number 3, C, carries -0.0609; number 4, H, carries 0.0742; number 5, C, carries -0.0464; number 6, N, carries -0.1896

=====

No. 3
ORCA calculation (ωB97M-V/def2-TZVPD) on a molecular structure, H3NP2S in a non-equilibrium geometry.

XYZ file:
```
7
Properties=species:S:1:pos:R:3:forces:R:3
S 0.7621 -3.9631 1.1381 1.7 3.7 -0.2
P 1.1085 0.4442 -0.0587 -0.1 -0.4 -2.9
N 0.4226 -0.9478 0.6053 2.3 -1.3 1.9
H -0.4734 -1.0368 1.0021 -1.4 -0.4 0.1
H 0.3119 0.0853 -1.2484 1.0 1.3 0.2
H 0.2913 1.4890 0.2793 -0.9 0.6 0.7
P 1.6681 -2.0639 0.9252 -2.6 -3.5 0.2
```
Positions in Å, forces in eV/Å.

Its multiplicity is 1. The frontier orbital gap (alpha / beta) comes out at 7.71 / 7.71 eV. The HOMO energy (alpha / beta) is -8.88 / -8.88 eV. As for the energy relative to the best compared isomer or geometry (same formula, charge and spin): 106.7 kJ/mol. The total energy is -1137.41626 hartree. Its net charge is 0.

natural (NBO) atomic charge list, values in e, 6 entries: number 1, S, carries -0.5087; number 2, P, carries 0.5380; number 3, N, carries -1.2316; number 4, H, carries 0.4229; number 5, H, carries -0.0308; number 6, H, carries -0.0441

=====

Number 3 is which compound?
H3NP2S

=====

What is the formula in the first record?
C40H31N4O5PPbS

=====

Look up the multiplicity of the third one.
1

=====

Which formula does entry 1 have?
C40H31N4O5PPbS